C48H45IIrN5O5S2 | ωB97M-V/def2-TZVPD

CARTESIAN COORDINATES (ANGSTROEM)
Ir1 -0.458 -0.067 -0.237
O1 -3.439 -2.032 1.815
C1 -2.242 -1.796 1.817
O2 -1.673 -0.670 1.505
C2 -1.302 -2.845 2.360
C3 -1.746 -3.615 3.433
C4 -0.917 -4.536 4.052
C5 0.376 -4.712 3.567
C6 0.826 -3.962 2.495
C7 0.002 -3.002 1.888
S1 0.728 -2.131 0.563
H1 -2.765 -3.465 3.768
H2 -1.268 -5.108 4.903
H3 1.040 -5.437 4.027
H4 1.830 -4.102 2.111
C8 -1.523 2.361 4.521
C9 -0.533 3.485 4.713
C10 -0.787 4.448 5.691
C11 0.096 5.478 5.966
C12 1.279 5.569 5.245
C13 1.552 4.636 4.262
C14 0.661 3.598 3.982
N1 1.056 2.650 3.015
C15 0.299 2.120 1.990
N2 -0.787 2.845 1.694
C16 -1.825 2.592 0.788
C17 -1.876 1.463 -0.004
C18 -2.996 1.285 -0.817
C19 -4.003 2.231 -0.880
C20 -3.908 3.381 -0.111
C21 -2.831 3.573 0.737
C22 -2.755 4.817 1.588
N3 0.688 1.062 1.363
C23 1.896 0.430 1.816
C24 3.061 0.650 1.091
C25 4.229 -0.031 1.396
C26 4.241 -0.921 2.457
C27 3.099 -1.082 3.230
C28 1.918 -0.409 2.939
C29 0.711 -0.580 3.814
H5 -1.938 2.068 5.486
H6 -1.077 1.484 4.060
H7 -2.360 2.665 3.887
H8 -1.700 4.358 6.271
H9 -0.127 6.191 6.749
H10 1.984 6.367 5.443
H11 2.471 4.698 3.689
H12 2.037 2.424 2.966
H13 -0.893 3.680 2.243
H14 -3.077 0.386 -1.411
H15 -4.854 2.077 -1.532
H16 -4.683 4.137 -0.160
H17 -3.601 5.466 1.368
H18 -1.842 5.391 1.399
H19 -2.793 4.588 2.659
H20 3.022 1.330 0.251
H21 5.116 0.122 0.790
H22 5.135 -1.488 2.687
H23 3.108 -1.767 4.071
H24 0.756 -1.528 4.352
H25 -0.202 -0.562 3.217
H26 0.663 0.226 4.553
C30 -2.387 2.220 -5.472
C31 -1.035 1.526 -5.628
N4 -1.048 0.130 -5.208
C32 -1.310 -0.894 -6.217
C33 -2.749 -1.404 -6.242
C34 -0.954 -0.232 -3.896
S2 -0.623 1.004 -2.748
N5 -1.082 -1.530 -3.667
C35 -1.261 -2.085 -2.477
O3 -1.629 -1.503 -1.419
C36 -1.159 -3.577 -2.443
C37 -0.947 -4.319 -3.603
C38 -0.828 -5.699 -3.538
C39 -0.918 -6.348 -2.311
C40 -1.156 -5.614 -1.157
C41 -1.289 -4.235 -1.225
H27 -2.304 3.275 -5.743
H28 -2.710 2.157 -4.432
H29 -3.144 1.753 -6.106
H30 -0.292 2.054 -5.033
H31 -0.714 1.551 -6.670
H32 -0.637 -1.730 -6.032
H33 -1.059 -0.461 -7.186
H34 -3.006 -1.831 -5.274
H35 -2.856 -2.180 -7.005
H36 -3.450 -0.598 -6.468
H37 -0.873 -3.795 -4.546
H38 -0.662 -6.269 -4.445
H39 -0.815 -7.426 -2.260
H40 -1.239 -6.116 -0.201
H41 -1.498 -3.654 -0.338
I1 8.121 0.371 -3.054
C42 6.087 -0.009 -2.670
C43 5.220 1.063 -2.516
C44 3.878 0.804 -2.269
C45 3.415 -0.505 -2.181
C46 4.299 -1.560 -2.348
C47 5.646 -1.320 -2.588
C48 1.967 -0.795 -1.859
O4 1.432 -1.781 -2.329
O5 1.463 0.090 -1.056
H42 5.581 2.080 -2.580
H43 3.173 1.618 -2.151
H44 3.916 -2.571 -2.286
H45 6.337 -2.142 -2.714

Cartesian forces, eV/Å:
0.658 -0.787 3.850
0.062 0.411 -0.063
0.085 -0.757 -0.108
0.099 1.001 -1.078
-0.134 0.035 0.087
-0.004 -0.072 -0.018
-0.039 0.014 0.056
0.034 0.057 -0.111
0.031 -0.108 0.138
0.028 0.281 -0.169
0.306 -0.106 -0.582
0.009 -0.008 -0.003
-0.018 -0.004 -0.036
-0.018 0.004 -0.003
-0.036 0.045 0.023
0.023 0.086 0.056
-0.042 -0.125 -0.020
0.014 0.017 -0.023
0.010 -0.022 -0.014
-0.005 -0.007 0.043
0.001 0.017 -0.066
-0.053 0.066 0.043
0.148 -0.098 0.126
0.104 0.245 0.020
0.010 0.202 0.014
-0.176 -0.089 -0.105
0.213 -0.666 -1.414
-0.385 0.234 0.101
-0.020 -0.099 0.055
0.024 0.018 0.005
-0.145 0.057 0.077
0.002 -0.069 -0.048
-0.603 -0.990 -0.971
0.258 0.094 0.065
-0.064 0.127 0.002
0.051 -0.011 0.021
-0.037 0.028 -0.012
0.006 0.042 0.025
-0.036 0.089 0.040
-0.031 -0.034 -0.039
0.022 0.002 -0.002
-0.018 -0.019 0.006
0.028 -0.039 -0.008
0.018 -0.001 -0.031
-0.008 0.006 -0.040
0.000 -0.036 0.001
-0.031 0.009 -0.004
0.006 -0.118 0.094
0.070 0.054 -0.023
0.059 0.028 0.006
-0.014 -0.014 0.024
0.008 0.022 0.014
0.014 0.015 0.016
-0.018 0.006 0.028
0.030 0.041 -0.009
0.006 -0.055 0.044
-0.029 -0.001 -0.002
-0.001 0.021 0.012
-0.016 0.013 -0.018
-0.013 0.012 -0.024
0.038 0.034 0.049
0.026 -0.006 0.006
0.043 -0.077 0.008
-0.081 -0.038 0.156
-0.164 -0.061 -0.051
-0.086 -0.059 0.047
0.024 0.082 0.025
0.130 0.474 0.178
-0.064 0.081 -0.228
-0.001 -0.396 -0.107
-0.097 0.222 -0.427
0.302 0.476 0.694
-0.164 -0.025 0.063
0.057 0.035 0.004
0.001 0.028 0.021
-0.023 0.047 -0.044
-0.014 -0.056 -0.015
-0.040 0.037 0.027
-0.019 -0.045 -0.011
-0.016 0.023 -0.025
0.007 0.042 0.004
0.066 0.004 -0.030
0.038 -0.024 -0.019
0.026 -0.007 0.000
0.060 0.027 0.004
-0.008 -0.008 -0.028
-0.011 0.035 0.014
0.008 -0.042 -0.007
0.031 -0.011 0.016
0.010 0.004 0.020
0.001 0.016 0.008
-0.007 0.032 0.004
0.039 -0.037 -0.026
-0.131 -0.031 0.043
0.219 0.065 -0.032
-0.115 -0.066 -0.001
0.060 -0.003 -0.032
-0.044 0.194 0.191
0.016 -0.063 -0.060
-0.114 0.013 -0.013
0.183 -0.081 -0.259
-0.014 0.130 0.030
-0.664 -0.027 -0.268
0.002 -0.015 -0.035
0.031 -0.024 0.033
0.013 0.029 0.014
0.003 0.005 0.012

Results
**Spin multiplicity**: 2
**Molecular weight**: 1155.17 g mol⁻¹
**E_HOMO (alpha / beta)**: -4.175 / -4.363 eV
**<S²>**: 0.76
**E**: -100808.5105 eV
**ΔE to the lowest compared entry with this formula, charge and spin**: 69.9 kcal per mole
**Charge**: -1
**Gap between HOMO and LUMO (alpha / beta)**: 6.13 / 6.32 eV

=====

C48H45N2 | ωB97M-V/def2-TZVPD

CARTESIAN COORDINATES (ANGSTROEM)
C1 5.920 3.526 4.323
C2 5.896 3.171 2.993
C3 4.843 2.430 2.501
C4 3.805 1.994 3.320
C5 2.640 1.151 2.752
C6 1.319 1.932 2.822
C7 1.262 3.300 3.056
C8 0.055 3.969 3.062
C9 -1.118 3.282 2.825
C10 -1.082 1.925 2.585
C11 0.126 1.267 2.585
C12 2.954 0.819 1.281
C13 2.129 1.238 0.245
C14 2.402 0.909 -1.066
C15 3.518 0.160 -1.370
C16 4.370 -0.238 -0.362
C17 4.091 0.093 0.949
C18 2.476 -0.200 3.570
C19 1.887 -0.008 4.993
C20 0.932 -1.185 5.269
C21 0.726 -1.895 3.924
N1 1.577 -1.217 2.915
C22 1.842 -1.832 1.702
C23 1.008 -2.674 1.055
C24 1.315 -3.298 -0.217
C25 0.297 -3.880 -0.981
C26 0.578 -4.506 -2.175
C27 1.880 -4.571 -2.635
C28 2.898 -3.992 -1.903
C29 2.622 -3.360 -0.714
C30 3.843 2.387 4.652
C31 4.885 3.143 5.148
H1 6.741 4.103 4.713
H2 6.702 3.463 2.338
H3 4.825 2.204 1.450
H4 2.173 3.846 3.234
H5 0.026 5.029 3.255
H6 -2.060 3.804 2.823
H7 -1.995 1.380 2.405
H8 0.160 0.213 2.388
H9 1.265 1.837 0.466
H10 1.737 1.234 -1.850
H11 3.722 -0.112 -2.392
H12 5.249 -0.814 -0.599
H13 4.767 -0.211 1.731
H14 3.462 -0.673 3.640
H15 2.669 0.062 5.758
H16 1.328 0.932 5.028
H17 1.351 -1.873 6.013
H18 -0.018 -0.833 5.690
H19 1.034 -2.945 3.967
H20 -0.316 -1.874 3.591
H21 2.775 -1.595 1.235
H22 0.045 -2.877 1.487
H23 -0.718 -3.822 -0.627
H24 -0.220 -4.937 -2.757
H25 2.102 -5.066 -3.566
H26 3.915 -4.028 -2.261
H27 3.429 -2.924 -0.153
H28 3.029 2.141 5.309
H29 4.889 3.439 6.185
C32 -0.971 2.928 -5.905
N2 -1.874 2.135 -5.078
C33 -1.627 1.736 -3.798
C34 -2.624 0.845 -3.373
C35 -2.574 0.115 -2.163
C36 -3.650 -0.627 -1.592
C37 -4.993 -0.252 -1.796
C38 -6.020 -1.047 -1.355
C39 -5.767 -2.226 -0.662
C40 -6.896 -3.100 -0.248
C41 -4.444 -2.562 -0.377
C42 -3.404 -1.781 -0.819
C43 -3.531 0.687 -4.502
C44 -4.623 -0.158 -4.756
C45 -5.197 -0.162 -6.004
C46 -4.700 0.647 -7.028
C47 -3.623 1.474 -6.811
C48 -3.035 1.493 -5.544
H30 -1.345 3.007 -6.924
H31 -0.865 3.928 -5.491
H32 0.008 2.454 -5.933
H33 -0.767 2.034 -3.228
H34 -1.611 0.051 -1.680
H35 -5.202 0.680 -2.294
H36 -7.041 -0.768 -1.552
H37 -6.544 -4.002 0.252
H38 -7.562 -2.574 0.436
H39 -7.484 -3.404 -1.115
H40 -4.238 -3.462 0.174
H41 -2.383 -2.067 -0.627
H42 -4.985 -0.825 -3.996
H43 -6.031 -0.816 -6.206
H44 -5.148 0.601 -8.007
H45 -3.214 2.072 -7.606

Cartesian forces, eV/Å:
0.346 0.155 0.109
0.154 0.099 0.033
-0.230 -0.062 -0.201
-0.004 -0.247 -0.238
-0.200 0.019 -0.075
0.325 0.095 0.040
0.359 -0.158 0.010
-0.137 0.149 -0.002
-0.320 0.359 0.007
-0.112 -0.048 0.028
-0.155 -0.249 -0.066
-0.369 0.253 0.106
-0.018 0.125 0.403
0.092 -0.139 -0.163
-0.102 -0.030 -0.469
0.218 -0.059 0.173
0.087 0.058 -0.014
0.045 -0.737 -0.409
-0.048 0.028 -0.150
0.034 -0.041 -0.036
0.229 0.070 -0.728
0.391 0.182 0.992
-0.709 -0.148 0.597
0.129 0.544 0.720
0.209 -0.208 -0.279
0.294 0.293 0.280
-0.001 -0.057 -0.227
-0.062 -0.149 -0.378
0.103 0.104 -0.060
-0.291 -0.035 0.149
-0.204 -0.080 0.063
-0.034 0.033 0.190
0.139 0.112 0.092
0.032 0.076 -0.104
0.093 0.044 -0.075
0.141 0.137 0.029
0.033 0.150 0.014
-0.179 0.130 0.037
-0.137 -0.095 -0.036
-0.111 -0.183 -0.130
-0.176 0.091 0.000
-0.097 0.084 -0.158
0.074 -0.057 -0.167
0.168 -0.080 -0.006
0.169 -0.139 0.158
0.155 0.273 0.065
-0.114 -0.116 -0.321
0.051 -0.183 -0.002
-0.011 0.116 -0.276
0.218 -0.036 -0.191
-0.118 -0.026 0.013
-0.063 0.026 0.114
0.167 0.087 0.059
-0.371 -0.152 0.091
-0.278 -0.079 0.151
-0.119 -0.120 -0.073
0.013 -0.102 -0.139
0.155 -0.058 -0.072
0.189 0.027 0.159
-0.117 -0.046 0.153
-0.040 0.022 0.150
0.196 0.220 0.131
0.344 -0.541 1.409
-0.232 0.132 -1.718
-0.394 -0.895 1.099
-0.178 0.625 -1.160
-0.204 -0.130 0.105
0.221 0.070 0.007
0.026 0.231 -0.006
0.221 -0.103 -0.027
-0.100 -0.352 0.232
-0.032 -0.080 -0.025
0.231 0.431 -0.246
-0.430 0.064 -0.400
0.444 0.215 0.055
0.028 -0.003 -0.172
-0.049 -0.031 0.129
0.651 0.400 0.247
-0.527 -0.741 0.387
-0.105 -0.085 0.192
-0.048 0.031 -0.013
-0.005 -0.029 -0.024
0.235 0.294 -0.128
0.215 0.104 0.258
-0.078 0.100 -0.099
-0.221 0.149 -0.007
-0.020 0.062 -0.022
-0.058 0.035 -0.011
-0.037 0.047 -0.011
0.055 -0.178 0.129
0.200 -0.092 0.098
-0.103 -0.076 -0.004
-0.059 -0.066 -0.006
-0.065 0.066 -0.104
-0.006 0.106 -0.237

Results
**Molecular weight**: 649.90 g mol⁻¹
**E_HOMO**: -8.885 eV
**E**: -53479.9763 eV
**ΔE to the lowest compared entry with this formula, charge and spin**: 0.0 kcal per mole
**Charge**: +1
**Gap between HOMO and LUMO**: 4.02 eV